No. 1
Density functional theory data (ωB97M-V/def2-TZVPD) for a 2-piece molecular cluster, C3H9F2N2O overall.

As for the total charge: +1. As for the total energy: -503.8909 Ha. The energy above the lowest of the compared OMol25 structures with the same formula, charge and spin comes out at 47.76 kcal per mole. The value obtained for the frontier orbital gap is 10.2 eV.

```
17
Properties=species:S:1:pos:R:3:forces:R:3
C -1.0569 1.3603 -0.4260 2.747 0.155 2.633
C 1.3785 -1.1878 0.3417 -2.268 0.038 2.369
C -1.6785 -0.6995 0.6318 0.295 -2.743 2.687
N -0.7572 0.3197 0.5702 0.588 1.611 0.714
N 1.3591 -1.2266 -0.9133 -0.785 -2.086 0.899
O 1.7739 -0.2857 1.1214 1.774 1.044 1.227
F -2.9326 -0.2785 0.5266 -0.852 -0.103 -0.142
F -1.4511 -1.5854 -0.3996 -0.174 -0.001 -0.602
H -1.9176 1.8664 -0.3004 -3.484 1.073 0.407
H -0.3521 2.1694 -0.3548 0.894 0.131 0.279
H -0.9408 0.9882 -1.3492 0.009 -1.484 -3.461
H 0.7646 -1.9287 0.8636 0.668 -0.176 -0.170
H -1.5464 -1.4037 1.6008 -0.448 1.946 -1.807
H -0.5621 0.7242 1.4975 -0.415 -0.390 -0.658
H 1.8880 -0.7531 -1.5268 2.177 2.411 -2.624
H 0.9712 -2.0824 -1.1736 -0.863 -1.394 -1.554
H 2.1607 0.5145 0.7351 0.135 -0.032 -0.196
```
Forces are in eV/Å.


No. 2
Density functional theory data (ωB97M-V/def2-TZVPD) for a 7-piece molecular cluster, C27H41BrNO19 overall.

The spin multiplicity is 2. As for the total charge: 0. As for the total energy: -5111.7738 Ha. The energy above the lowest of the compared OMol25 structures with the same formula, charge and spin comes out at 0.00 kcal per mole. The value obtained for the frontier orbital gap (spin up / spin down) is 8.6 / 9.9 eV. As for the expectation value of S²: 0.75.

```
89
Properties=species:S:1:pos:R:3:forces:R:3
C 0.2483 -4.3631 0.2041 0.287 0.147 -0.326
C -0.2668 -3.7901 -1.1373 -0.014 -0.374 0.256
C -1.8083 -3.7697 -1.0941 0.188 -0.115 -0.084
C 0.2469 -4.6903 -2.2757 -0.300 0.056 -0.117
C 0.3478 -4.0709 -3.6675 0.365 -0.004 0.256
Br -1.3244 -4.2408 -4.6829 -0.084 0.062 -0.034
C 0.8950 -2.6537 -3.6193 0.212 -0.073 0.063
C 0.3256 -1.7034 -2.5592 0.239 0.296 -0.281
C -1.0567 -1.1106 -2.9440 0.044 0.062 -0.052
C 1.3410 -0.5521 -2.3955 -0.194 -0.212 0.333
N 0.2634 -2.4019 -1.2523 -0.737 -0.169 -0.415
O -0.0468 -1.6505 -0.2760 0.314 0.270 0.409
H 0.5326 -5.4119 0.0895 -0.233 0.067 0.092
H 1.1552 -3.8204 0.4883 -0.113 -0.110 0.072
H -0.4908 -4.2657 0.9983 0.091 0.020 -0.004
H -2.1370 -3.1603 -0.2507 -0.010 0.045 -0.117
H -2.1439 -4.7988 -0.9309 -0.017 0.117 0.012
H -2.2583 -3.4174 -2.0231 0.041 0.002 0.085
H 1.2358 -5.0885 -2.0253 0.009 0.198 0.007
H -0.4324 -5.5481 -2.3200 0.245 0.001 0.044
H 1.0507 -4.6660 -4.2452 -0.217 -0.018 -0.090
H 0.8388 -2.1644 -4.5981 -0.055 -0.112 0.115
H 1.9665 -2.7858 -3.4010 -0.121 0.055 -0.017
H -1.4835 -1.5962 -3.8211 -0.009 -0.036 0.116
H -1.7614 -1.1920 -2.1163 0.083 0.028 -0.040
H -0.9536 -0.0447 -3.1720 0.009 -0.154 -0.014
H 2.1697 -0.8804 -1.7622 0.049 0.022 -0.198
H 0.8713 0.3044 -1.9094 0.075 -0.038 -0.071
H 1.7215 -0.2570 -3.3752 -0.049 0.071 0.063
C 2.8346 -3.9848 -8.5260 -0.042 0.014 -0.076
C 1.5306 -3.6336 -7.8320 -0.025 0.031 -0.077
O 1.6184 -4.4052 -6.6309 -0.034 0.023 -0.017
C 2.9220 -4.6544 -6.3706 -0.012 0.098 -0.057
O 3.3246 -5.1128 -5.3527 0.045 -0.053 0.132
O 3.6914 -4.2957 -7.4211 0.012 -0.019 -0.032
H 3.2611 -3.1681 -9.1013 0.063 0.014 0.071
H 2.7444 -4.8700 -9.1572 -0.014 -0.001 0.005
H 1.4691 -2.5769 -7.5660 0.016 0.002 -0.006
H 0.6426 -3.9211 -8.3873 -0.012 -0.070 0.059
C 1.7680 -4.1662 4.9028 0.024 0.046 0.063
C 2.9161 -3.6719 4.0418 -0.001 0.076 0.038
O 3.1049 -4.7627 3.1367 0.040 0.019 0.003
C 1.9479 -5.4626 3.0589 -0.064 0.173 0.006
O 1.7197 -6.3072 2.2611 0.024 -0.216 -0.069
O 1.0798 -5.0447 4.0099 -0.003 -0.023 0.047
H 1.0956 -3.3794 5.2332 -0.060 -0.023 -0.071
H 2.1120 -4.7410 5.7644 0.016 0.005 -0.003
H 2.6510 -2.7827 3.4669 -0.022 -0.001 0.005
H 3.8338 -3.4899 4.5942 0.033 -0.077 -0.033
C 1.8418 0.6865 1.6162 -0.030 -0.160 -0.027
C 0.4603 1.2746 1.4306 -0.067 -0.129 -0.037
O 0.6754 2.6523 1.8065 -0.039 -0.039 -0.032
C 1.9784 2.9377 1.6541 -0.030 -0.045 0.007
O 2.4455 4.0335 1.7282 0.078 0.136 -0.002
O 2.6937 1.8245 1.4054 0.039 -0.056 0.025
H 2.0794 -0.0933 0.8982 0.013 0.058 -0.051
H 2.0057 0.3172 2.6303 -0.007 0.018 0.014
H 0.1416 1.2404 0.3882 -0.005 0.012 0.010
H -0.3031 0.8212 2.0574 0.035 0.143 -0.019
C 2.1790 7.6514 0.9666 0.068 -0.055 0.091
C 1.0339 6.6852 1.1858 -0.018 -0.041 0.004
O -0.0853 7.4359 0.6741 0.075 -0.050 0.052
C 0.3777 8.3514 -0.2063 -0.004 -0.030 0.055
O -0.3135 9.0099 -0.9139 -0.073 0.075 -0.074
O 1.7240 8.4143 -0.1613 0.047 0.003 0.008
H 3.1181 7.1608 0.7296 -0.018 0.018 -0.101
H 2.3218 8.3319 1.8076 -0.012 -0.005 0.004
H 1.1445 5.7717 0.6080 -0.016 0.002 -0.020
H 0.8634 6.4265 2.2260 -0.081 0.044 -0.004
C -2.8639 7.5894 2.3366 -0.095 0.073 -0.069
C -4.3717 7.4415 2.2626 0.000 0.090 -0.022
O -4.5812 6.1754 2.9019 -0.041 0.022 -0.017
C -3.5335 5.9325 3.7203 0.001 0.005 -0.041
O -3.4925 5.0491 4.5152 -0.016 -0.159 0.104
O -2.5483 6.8264 3.5125 0.052 0.039 -0.029
H -2.5293 8.6147 2.4649 0.033 -0.023 0.083
H -2.3566 7.1489 1.4821 0.025 -0.018 -0.015
H -4.8999 8.2079 2.8324 0.019 0.006 0.004
H -4.7578 7.4117 1.2479 -0.007 -0.108 0.009
C -3.7710 1.6468 4.7944 -0.051 0.048 0.044
C -4.1353 0.2707 5.3201 -0.030 0.041 0.060
O -3.6652 -0.5910 4.2742 -0.041 -0.014 0.046
C -2.7039 0.0615 3.5888 0.002 0.039 -0.038
O -2.0046 -0.4345 2.7626 0.042 -0.121 0.009
O -2.6378 1.3522 3.9642 -0.007 0.061 0.025
H -3.4875 2.3591 5.5616 0.094 0.032 -0.031
H -4.5514 2.0837 4.1722 -0.014 0.000 -0.002
H -3.6032 0.0199 6.2391 0.003 0.016 0.002
H -5.2016 0.1221 5.4642 -0.002 -0.048 -0.081
```
Forces are in eV/Å.


No. 3
Density functional theory data (ωB97M-V/def2-TZVPD) for a single C2H3N3OS2 molecule.

As for the total charge: 0. As for the total energy: -1113.5957 Ha. The energy above the lowest of the compared OMol25 structures with the same formula, charge and spin comes out at 176.86 kcal per mole. The value obtained for the frontier orbital gap (spin up / spin down) is 5.6 / 5.6 eV.

```
11
Properties=species:S:1:pos:R:3:forces:R:3
C 1.7725 0.4295 0.7075 0.302 -1.919 -0.418
C -1.8903 -1.4120 -0.1811 -0.061 1.926 -2.512
N -0.1032 1.9004 0.1001 0.627 0.429 1.126
N -0.9288 1.1347 -0.4955 -0.281 -0.491 0.117
N 1.0390 1.5604 0.7490 -2.313 -1.943 -3.644
O 2.5477 -1.8338 -0.2246 0.998 -1.797 0.357
S -1.1932 -0.2988 -1.1949 0.999 -0.656 1.785
S 1.8572 -0.6231 -0.5741 -1.253 3.059 0.869
H -2.4300 -2.1523 -0.8142 0.340 0.318 1.072
H -2.1304 -1.0580 0.8102 0.107 -0.699 0.336
H 1.4595 2.3530 1.1177 0.533 1.773 0.914
```
Forces are in eV/Å.


No. 4
Density functional theory data (ωB97M-V/def2-TZVPD) for C39H31N6PPrS as an isolated structure.

The spin multiplicity is 3. As for the total charge: +1. As for the total energy: -3089.7258 Ha. The energy above the lowest of the compared OMol25 structures with the same formula, charge and spin comes out at 0.00 kcal per mole. The value obtained for the frontier orbital gap (spin up / spin down) is 7.2 / 7.2 eV. As for the expectation value of S²: 2.00.

```
79
Properties=species:S:1:pos:R:3:forces:R:3
Pr 1.1839 0.1024 -0.3681 -1.716 1.416 0.920
C 4.5588 -0.6561 -0.0436 -1.130 -1.416 -0.107
N 3.5683 -0.6718 -1.1770 0.203 -1.712 1.290
C 3.3416 -1.9962 -1.8428 0.884 0.881 -0.431
C 2.3500 -2.7678 -1.0283 0.438 -0.878 0.258
N 1.2670 -2.3119 -0.4196 1.273 -1.055 0.281
C 0.7853 -3.4067 0.3366 0.670 -0.352 -0.215
C -0.3291 -3.4439 1.1540 -0.746 -2.093 -0.710
C -0.8216 -4.7295 1.4994 1.157 0.328 0.189
C -0.0648 -5.8853 1.2428 1.182 0.994 -1.497
C 1.1018 -5.8200 0.4462 0.102 0.582 -0.071
C 1.5745 -4.5619 0.0563 -1.619 1.053 0.245
N 2.6032 -4.0719 -0.7585 -0.740 -0.497 -0.105
C 4.2381 0.4818 0.8449 -0.449 2.825 2.750
N 3.0334 1.0026 1.1739 1.181 -1.022 -1.672
C 3.2495 2.1216 1.9773 1.641 -0.187 0.716
C 2.3379 2.9813 2.5694 0.377 0.622 0.172
C 2.8290 4.0899 3.2899 -0.941 0.118 -0.587
C 4.1830 4.2371 3.4850 2.292 -0.738 0.440
C 5.1507 3.2564 3.0669 -0.391 0.427 -0.100
C 4.6688 2.2493 2.2514 -1.910 -1.208 -0.693
N 5.2254 1.1428 1.5495 -0.459 0.269 -0.229
H 5.5751 -0.6322 -0.4387 0.088 0.190 0.243
H 4.4738 -1.5570 0.6264 -0.071 0.369 -0.986
H 3.8556 0.0539 -1.7903 -0.084 0.576 -0.977
H 4.3102 -2.5342 -1.9587 -0.681 -0.029 0.296
H 2.9877 -1.8838 -2.8936 0.024 0.389 0.768
H -0.8784 -2.5531 1.3025 -0.613 0.737 0.300
H -1.7905 -4.9177 1.9381 0.006 0.563 0.374
H -0.3796 -6.8531 1.5601 -0.457 -0.421 0.071
H 1.5648 -6.6724 -0.0298 0.095 -0.430 0.631
H 3.2422 -4.6403 -1.2921 0.123 0.039 0.128
H 1.2869 2.7994 2.4822 -0.472 0.020 -0.195
H 2.1551 4.9134 3.6439 0.573 -1.185 -0.289
H 4.5599 5.0945 4.0555 -0.198 -0.383 -0.265
H 6.2241 3.2497 3.3183 -0.728 0.526 -0.015
H 6.1468 0.7500 1.6708 0.096 0.395 -0.135
C -2.8337 4.0650 -4.0494 0.736 -1.229 0.003
C -1.7339 4.0934 -3.2143 -0.111 0.248 0.760
C -1.4698 3.1013 -2.2688 0.627 0.287 -0.662
C -2.2863 1.9980 -2.2172 -0.949 -0.700 0.979
C -3.4406 1.9563 -3.0013 1.088 0.099 -1.001
C -3.5900 2.8808 -4.0098 -2.658 1.070 -1.509
P -1.8917 0.5940 -1.1199 1.197 0.351 -0.435
C -2.6508 -0.8631 -1.8752 -0.913 -0.413 0.161
C -2.9380 -1.0623 -3.2214 0.764 0.041 -1.618
C -3.4845 -2.2737 -3.6507 -0.694 0.719 -1.622
C -3.9310 -3.2204 -2.7711 0.399 -0.123 0.068
C -3.6443 -3.0434 -1.4403 -0.355 0.104 1.038
C -3.0350 -1.8917 -0.9931 0.448 0.790 0.371
C -2.7450 0.8610 0.4467 -0.577 -0.387 0.387
C -4.0838 1.2819 0.5057 1.660 -0.558 -0.893
C -4.5754 1.7267 1.7256 -0.629 -0.143 1.222
C -3.8553 1.5805 2.9135 -0.271 0.044 -0.752
C -2.5607 0.9976 2.9108 0.915 -0.097 -0.698
C -1.7628 0.8819 4.0931 1.191 -1.055 -1.045
C -0.4644 0.3458 3.9866 -1.059 0.643 1.212
C 0.1173 0.0784 2.7427 -1.094 0.464 -1.106
C -0.5659 0.3170 1.5400 1.582 -1.090 -0.098
C -1.9315 0.6252 1.6173 -1.969 2.136 1.070
H -2.9433 4.8772 -4.7592 -0.342 -0.328 -0.096
H -1.0430 4.9024 -3.2600 0.319 0.619 -0.061
H -0.5588 3.2024 -1.6732 -0.277 -0.207 -0.113
H -4.0802 1.1039 -3.0079 -0.371 -0.365 0.212
H -4.4499 2.7193 -4.7726 1.502 0.427 1.453
H -2.7360 -0.3409 -4.0615 0.053 -0.546 1.372
H -3.7125 -2.4055 -4.7347 0.302 0.194 0.964
H -4.5015 -4.0535 -3.1127 -0.143 -0.570 -0.166
H -3.9969 -3.7348 -0.6929 -0.031 -0.297 0.032
H -2.9114 -1.6951 0.0816 -0.028 -0.364 -0.448
H -4.6926 1.2652 -0.4262 0.478 0.359 0.881
H -5.5824 2.1509 1.7283 0.310 -0.094 0.261
H -4.2824 1.9361 3.8588 0.177 -0.180 -0.396
H -2.1453 1.1568 5.0652 -0.149 0.046 -0.003
H 0.1219 0.2080 4.9087 -0.307 0.062 -0.464
H 1.1379 -0.2685 2.6886 0.430 -0.034 0.266
S 2.0151 3.9062 -3.4317 0.400 -0.763 0.163
C 2.1761 2.5191 -2.6220 -0.713 1.345 -0.168
N 2.1738 1.5614 -1.9258 0.067 -0.219 -0.317
```
Forces are in eV/Å.